A molecular structure, C14H71Br2N2O25Si in a non-equilibrium geometry. Source: OMol25; level of theory: the ωB97M-V functional and the def2-TZVPD basis.

* DFT total energy: -217795.6036 eV
* net charge: +1
* orbital gap: 9.568 eV

The geometry in XYZ format:
```
115
Properties=species:S:1:pos:R:3:forces:R:3:mulliken_charge:R:1
C 2.922 -2.996 -0.373 -0.736 -0.125 -0.777 -1.154
C 2.977 -1.536 -0.748 1.008 -0.111 -0.063 0.660
O 4.022 -0.971 -0.873 0.058 0.400 -0.117 -0.388
O 1.846 -0.739 -0.891 -0.608 -0.797 0.534 -0.089
C 0.706 -1.309 -1.422 0.140 0.192 0.041 -1.046
O 0.788 -2.044 -2.354 -0.163 -0.037 -0.149 -0.448
C -0.582 -0.818 -0.788 -0.337 -0.056 -0.403 0.073
C -1.079 -1.605 0.472 1.565 -0.728 -0.578 1.375
C -0.170 -1.135 1.639 -0.161 0.735 0.519 -0.222
Br -0.172 -2.362 3.192 -0.524 0.454 -0.555 0.110
C -0.169 0.412 1.972 1.184 -0.216 -0.068 -0.127
C 1.072 1.109 1.343 -0.618 0.413 0.755 -1.741
Br 0.045 0.781 3.896 -0.262 -0.021 -0.269 0.007
C -0.840 -3.125 0.321 -0.792 -0.489 0.082 -2.040
N -1.223 -3.630 -0.984 0.017 0.648 0.206 -0.082
C -2.552 -3.187 -1.392 0.037 0.004 -0.275 -1.192
C -3.354 -2.373 -0.361 -0.004 -0.880 -0.451 -0.874
N -2.571 -1.392 0.511 -0.062 0.315 -0.173 -0.048
Si -3.559 -1.317 2.092 -2.138 0.185 1.952 0.583
C -3.192 0.085 3.275 0.172 -0.246 -0.191 -0.872
C -5.350 -1.030 1.522 1.005 -0.392 -0.253 -1.185
C -3.591 -2.926 3.076 0.126 0.367 -0.379 -1.200
H 2.295 -3.549 -1.081 -0.028 0.142 0.112 0.352
H 2.518 -3.176 0.625 0.184 0.215 0.070 0.258
H 3.930 -3.388 -0.481 0.040 0.131 0.335 0.466
H -1.342 -0.907 -1.566 0.132 -0.103 0.011 -0.269
H -0.505 0.253 -0.583 0.053 -0.116 0.140 0.957
H 0.840 -1.311 1.278 -0.161 -0.131 -0.138 0.226
H -1.031 0.943 1.569 -0.322 -0.239 0.454 0.554
H 1.976 0.510 1.397 -0.078 -0.068 -0.113 0.284
H 1.255 1.980 1.973 0.179 0.092 -0.321 0.915
H 0.846 1.493 0.349 0.226 -0.317 -0.110 0.128
H -1.436 -3.632 1.096 0.193 0.275 0.208 0.517
H 0.196 -3.377 0.550 0.037 0.150 -0.190 0.473
H -1.144 -4.635 -1.004 -0.042 -0.054 0.002 0.440
H -3.141 -4.072 -1.632 -0.235 0.236 -0.055 0.534
H -2.500 -2.618 -2.328 0.116 -0.002 0.098 0.369
H -3.903 -3.076 0.268 0.252 0.201 0.314 0.541
H -4.109 -1.805 -0.902 0.054 0.096 0.141 0.412
H -2.750 -0.492 0.055 0.128 0.136 0.228 0.913
H -2.527 -0.272 4.063 0.183 0.319 -0.187 0.274
H -4.146 0.292 3.772 -0.083 -0.190 -0.185 0.411
H -2.860 1.033 2.848 0.139 -0.086 0.136 0.159
H -5.769 -2.001 1.245 -0.165 0.213 -0.223 0.315
H -5.421 -0.321 0.691 -0.286 -0.051 0.097 0.348
H -5.900 -0.672 2.404 0.235 -0.003 -0.399 0.421
H -3.316 -3.821 2.516 0.073 -0.047 0.211 0.348
H -2.983 -2.817 3.974 0.152 -0.204 -0.167 0.368
H -4.624 -3.046 3.419 -0.003 0.039 -0.179 0.454
O 4.228 1.453 0.993 -0.110 -0.030 -0.017 -0.547
H 3.997 0.783 0.338 0.155 0.028 -0.131 0.261
H 5.119 1.209 1.261 0.034 0.078 0.053 0.274
O -0.991 3.356 0.268 -0.037 -0.633 -0.288 -0.343
H -0.432 3.722 0.959 -0.038 0.240 0.115 -0.078
H -0.639 3.735 -0.546 -0.150 0.109 -0.050 0.349
O 6.634 -1.295 -2.561 -0.121 0.066 0.087 -0.630
H 5.830 -1.102 -2.068 -0.202 -0.086 0.006 0.211
H 6.571 -0.727 -3.339 0.118 0.043 0.003 0.363
O -1.426 3.351 6.301 0.032 0.082 0.096 -0.708
H -1.131 2.582 5.806 -0.110 -0.062 -0.201 0.271
H -1.373 4.059 5.647 0.306 -0.126 -0.164 0.360
O -2.711 0.789 -2.910 0.103 -0.166 0.065 -0.577
H -2.485 0.067 -3.506 -0.064 0.013 -0.089 0.280
H -2.720 1.562 -3.484 -0.003 0.065 0.042 0.298
O 0.647 -1.838 -5.292 -0.089 -0.016 -0.015 -0.550
H 0.904 -0.975 -4.952 0.011 0.042 -0.052 0.324
H 0.263 -2.284 -4.531 0.180 -0.084 0.073 0.279
O 4.747 0.630 -4.477 -0.063 -0.249 0.277 -0.603
H 4.170 0.375 -3.749 -0.017 0.090 0.037 0.278
H 4.587 -0.043 -5.157 0.163 0.119 -0.191 0.351
O -0.099 1.136 8.177 0.011 0.040 -0.141 -0.608
H -0.397 1.949 7.753 -0.076 0.130 0.095 0.312
H 0.285 1.436 9.006 0.022 -0.057 0.037 0.301
O -6.653 -0.078 4.161 -0.134 0.172 0.241 -0.579
H -7.398 -0.439 4.654 0.030 -0.059 0.011 0.265
H -6.736 0.876 4.274 -0.006 0.002 0.020 0.275
O -0.352 -0.480 -7.698 0.035 0.125 -0.109 -0.614
H 0.322 -1.107 -7.414 -0.061 -0.060 0.139 0.299
H -1.165 -0.990 -7.668 -0.038 -0.008 -0.046 0.308
O -1.509 3.961 3.250 -0.016 0.067 -0.004 -0.582
H -1.516 3.224 2.635 -0.110 -0.050 0.058 0.264
H -1.368 4.740 2.692 0.105 0.090 0.086 0.320
O 4.728 -0.199 -7.201 -0.254 -0.110 0.090 -0.651
H 4.119 -0.633 -7.808 0.005 0.077 -0.080 0.328
H 4.458 0.726 -7.210 0.124 0.045 -0.052 0.292
O -2.514 4.583 -1.924 -0.166 -0.367 -0.074 -0.607
H -2.766 3.876 -1.319 0.029 0.156 0.220 0.307
H -3.081 4.462 -2.693 0.025 0.170 -0.060 0.261
O 5.640 -3.249 -6.644 -0.141 -0.032 0.062 -0.617
H 5.205 -2.454 -6.967 0.153 0.063 0.012 0.322
H 5.971 -2.999 -5.776 0.088 -0.040 0.008 0.307
O -3.819 5.222 5.853 0.047 0.094 -0.046 -0.611
H -4.209 4.588 5.246 0.010 -0.009 -0.041 0.284
H -3.010 4.791 6.151 -0.269 -0.087 0.197 0.338
O 2.396 4.363 0.430 -0.199 -0.258 -0.187 -0.648
H 2.225 3.718 -0.263 0.215 -0.008 -0.083 0.289
H 3.284 4.141 0.737 -0.064 0.015 0.111 0.283
O 6.756 2.045 -2.004 -0.198 -0.011 -0.021 -0.622
H 6.598 1.235 -1.510 0.121 -0.050 -0.005 0.326
H 6.274 1.916 -2.829 0.062 0.045 -0.065 0.308
O -3.190 -4.807 -3.836 0.037 0.052 -0.170 -0.582
H -3.757 -5.138 -4.541 -0.054 -0.063 0.052 0.293
H -2.347 -4.647 -4.272 0.030 -0.063 -0.004 0.297
O -0.571 6.447 -2.770 -0.039 0.037 0.189 -0.632
H -1.302 6.051 -2.276 0.045 -0.045 -0.096 0.345
H -0.709 7.396 -2.700 0.066 0.025 -0.062 0.336
O 1.232 -4.581 5.066 -0.065 0.047 -0.035 -0.603
H 0.948 -3.718 4.745 0.280 -0.153 0.222 0.200
H 1.664 -4.396 5.907 0.002 -0.049 0.022 0.304
O 0.124 5.793 1.370 -0.244 -0.241 -0.146 -0.545
H 0.676 5.203 0.833 0.586 0.536 0.339 0.277
H -0.035 6.548 0.794 -0.057 0.067 0.048 0.312
O 6.842 -2.015 0.447 -0.111 0.209 -0.058 -0.600
H 7.507 -1.553 0.967 0.055 -0.089 0.053 0.296
H 7.038 -1.763 -0.464 0.135 -0.124 -0.062 0.322
```
Positions in Å, forces in eV/Å.

***

A molecular structure, CH3Br2P in a non-equilibrium geometry. Source: OMol25; level of theory: the ωB97M-V functional and the def2-TZVPD basis.

* DFT total energy: -150456.5297 eV
* ΔE to the lowest compared entry with this formula, charge and spin: 404.6 kJ/mol
* orbital gap: 8.098 eV

The geometry in XYZ format:
```
7
Properties=species:S:1:pos:R:3:forces:R:3:mulliken_charge:R:1
C 1.782 -0.018 0.327 -2.918 -0.457 -0.558 -0.455
P -0.201 0.006 -1.247 1.631 -0.897 1.797 0.067
Br 2.783 1.499 -0.003 0.814 1.082 -0.260 -0.014
Br 2.774 -1.663 -0.131 -0.749 0.815 0.721 -0.063
H 1.344 0.136 1.395 0.795 -1.186 -2.060 0.347
H 0.442 -0.792 -2.222 0.056 -0.556 0.341 0.058
H 0.142 1.018 -2.119 0.371 1.199 0.018 0.059
```
Positions in Å, forces in eV/Å.

***

2 unconnected molecules or ions with the total composition C4H9NO2S in a non-equilibrium geometry. Source: OMol25; level of theory: the ωB97M-V functional and the def2-TZVPD basis.

* structure (SMILES): C/C=C\N.O=C(O)S
* DFT total energy: -20712.9872 eV
* ΔE to the lowest compared entry with this formula, charge and spin: 197.4 kJ/mol
* orbital gap: 8.400 eV

The geometry in XYZ format:
```
17
Properties=species:S:1:pos:R:3:forces:R:3:mulliken_charge:R:1
C 1.343 -1.042 -0.958 1.388 0.898 -0.078 -0.834
C 1.185 -0.387 0.363 1.464 -2.895 2.250 -0.437
C 1.023 0.876 0.656 0.021 -1.176 2.157 -0.161
N 0.794 1.711 -0.369 -0.245 3.397 -0.645 -0.578
H 1.339 -0.319 -1.788 -0.295 -0.556 0.110 0.295
H 2.311 -1.591 -0.993 -0.583 0.308 0.004 0.303
H 0.569 -1.766 -0.978 -0.687 -0.840 -1.057 0.273
H 1.265 -1.149 1.194 0.002 1.185 -0.688 0.380
H 0.936 1.199 1.709 0.236 0.027 -0.707 0.346
H 0.414 2.597 -0.053 0.152 0.019 -0.318 0.293
H 0.122 1.279 -0.943 -0.791 -0.087 -1.335 0.192
O -2.186 0.117 -1.257 -0.166 0.394 0.634 -0.508
C -2.153 0.043 -0.064 1.497 -2.104 -0.525 0.708
O -2.321 1.017 0.782 -1.176 2.544 -0.691 -0.404
S -1.704 -1.435 0.890 -0.875 -0.576 0.484 -0.242
H -2.174 0.814 1.695 0.306 -0.631 0.752 0.317
H -0.763 -1.964 0.114 -0.250 0.093 -0.344 0.057
```
Positions in Å, forces in eV/Å.